# C43H40BrGeN6O2PZn

A molecular structure, C43H40BrGeN6O2PZn (wB97M-V/def2-TZVPD, the OMol25 dataset).

Computed properties:
energy = -242542.8574 eV
energy relative to the best compared isomer or geometry (same formula, charge and spin) = 13.9 kcal per mole
LUMO energy = 0.002 hartree
HOMO-LUMO gap = 7.7 eV

Geometry (Å):
1 Zn 0.040804 2.757433 -0.010098
2 C 2.238463 3.507268 5.045650
3 N 1.447507 3.799778 3.861703
4 C 1.136428 5.063397 3.437614
5 C 0.461580 4.913547 2.264721
6 N 0.358107 3.586926 1.966277
7 C 0.956695 2.921283 2.940802
8 P 1.028043 1.109272 3.207133
9 C -0.749701 0.773355 3.352848
10 N -1.702573 1.278973 2.604544
11 C -2.879299 0.932937 3.200385
12 C -2.627987 0.206056 4.334095
13 N -1.270753 0.102881 4.429888
14 C -0.529068 -0.533188 5.504489
15 C 1.458280 0.552859 1.524968
16 N 0.775776 0.684125 0.395802
17 C 1.515995 0.083390 -0.581247
18 C 2.668277 -0.406897 -0.045630
19 N 2.627404 -0.114090 1.288116
20 C 3.691888 -0.421919 2.227333
21 H 3.263462 3.848184 4.906921
22 H 2.246646 2.437358 5.224767
23 H 1.810593 4.010821 5.910285
24 H 1.416099 5.936746 4.002188
25 H 0.047217 5.668127 1.616731
26 H -3.827245 1.217175 2.769873
27 H -3.286709 -0.240812 5.060284
28 H -1.226609 -1.048959 6.158515
29 H 0.015386 0.207606 6.089834
30 H 0.177451 -1.255563 5.107284
31 H 1.198167 0.055155 -1.610029
32 H 3.487447 -0.945570 -0.492891
33 H 4.133961 -1.381456 1.968878
34 H 3.291822 -0.473639 3.235064
35 H 4.466160 0.345225 2.189261
36 Br -0.329202 3.193686 -3.112943
37 C 1.518431 2.796027 -3.275026
38 C 1.954720 2.502396 -4.536334
39 C 3.311707 2.214516 -4.766864
40 C 4.188489 2.244301 -3.725278
41 C 3.753874 2.561321 -2.415329
42 C 4.704421 2.619140 -1.369181
43 C 4.313795 3.003148 -0.124212
44 C 2.948261 3.251573 0.140593
45 C 1.938301 3.126373 -0.790723
46 C 2.377374 2.835920 -2.135789
47 H 1.252842 2.507606 -5.359884
48 H 3.646836 1.984574 -5.770713
49 H 5.240986 2.039818 -3.887442
50 H 5.737254 2.371550 -1.589357
51 H 5.039327 3.101539 0.677208
52 H 2.706661 3.542597 1.157684
53 O -3.992279 2.783410 -0.161756
54 C -2.940451 2.188406 -0.346071
55 O -1.789765 2.772068 -0.451960
56 C -2.979784 0.655678 -0.450233
57 C -2.073432 0.101717 -1.551991
58 Ge -1.832887 -1.845014 -1.530490
59 C -3.474139 -2.713921 -2.175497
60 C -4.715842 -2.421367 -1.603847
61 C -5.877960 -3.019388 -2.072915
62 C -5.818541 -3.914075 -3.132536
63 C -4.596538 -4.206793 -3.719625
64 C -3.434599 -3.613992 -3.241017
65 C -1.421157 -2.648509 0.219382
66 C -2.441451 -3.223425 0.979656
67 C -2.180680 -3.791086 2.220535
68 C -0.885612 -3.807346 2.716930
69 C 0.147387 -3.270888 1.957819
70 C -0.122198 -2.694769 0.723550
71 C -0.367088 -2.285380 -2.754148
72 C 0.205418 -3.557972 -2.781052
73 C 1.220404 -3.862079 -3.678961
74 C 1.686947 -2.891237 -4.556127
75 C 1.127995 -1.620282 -4.541701
76 C 0.104547 -1.323469 -3.650179
77 H -4.021581 0.380528 -0.599189
78 H -2.652445 0.266423 0.517999
79 H -1.094147 0.566353 -1.451081
80 H -2.454252 0.364657 -2.543341
81 H -4.779415 -1.714080 -0.785021
82 H -6.830241 -2.784575 -1.613445
83 H -6.725285 -4.376319 -3.503039
84 H -4.547363 -4.895296 -4.554417
85 H -2.481925 -3.851221 -3.701622
86 H -3.453160 -3.245195 0.592662
87 H -2.989951 -4.225189 2.795466
88 H -0.675929 -4.251256 3.682759
89 H 1.166854 -3.318111 2.326641
90 H 0.693580 -2.291742 0.135055
91 H -0.146588 -4.316349 -2.088318
92 H 1.645784 -4.858734 -3.699143
93 H 2.481944 -3.125984 -5.252946
94 H 1.483937 -0.859654 -5.226771
95 H -0.331905 -0.328410 -3.652782

Cartesian forces, eV/Å:
0.36 0.09 -0.20
-0.01 0.06 0.03
0.03 -0.07 0.02
0.02 -0.04 0.04
-0.06 0.04 -0.21
-0.05 -0.34 -0.05
-0.06 0.02 0.24
-0.07 0.10 -0.28
0.05 0.07 0.06
-0.07 0.07 -0.03
0.10 -0.03 -0.13
-0.05 -0.05 -0.03
0.15 0.04 0.05
-0.06 0.06 0.01
0.09 -0.18 -0.04
-0.09 0.05 0.36
0.06 0.12 -0.01
-0.01 -0.06 -0.03
-0.11 -0.07 0.04
0.05 0.05 -0.03
0.01 0.01 -0.02
-0.02 -0.04 -0.01
-0.03 0.00 0.00
-0.01 -0.03 -0.03
0.03 -0.01 0.02
0.03 0.00 0.04
0.05 -0.01 -0.02
-0.04 -0.01 -0.03
-0.01 0.00 0.01
0.03 -0.09 -0.06
-0.02 0.01 -0.01
-0.01 0.06 0.04
-0.03 -0.02 -0.02
-0.02 -0.01 0.02
-0.02 0.02 -0.02
0.08 0.00 0.05
-0.09 -0.01 -0.02
0.02 -0.01 -0.02
0.02 -0.04 -0.02
0.01 -0.02 -0.04
-0.15 0.01 0.00
0.04 -0.01 0.04
-0.01 0.00 0.03
-0.11 0.05 0.02
-0.12 -0.10 -0.23
0.10 0.01 0.07
0.01 0.00 0.03
0.00 0.00 0.02
-0.01 0.01 0.03
-0.01 0.07 0.00
0.01 0.00 -0.03
-0.05 -0.07 0.05
0.11 -0.02 -0.01
-0.19 0.01 0.33
-0.13 0.03 0.03
0.36 0.13 -0.18
-0.07 -0.16 0.22
-0.10 -0.04 -0.12
0.05 0.04 -0.04
0.05 -0.04 -0.06
0.03 0.00 0.02
-0.02 0.01 0.00
0.03 -0.01 0.00
-0.01 0.04 0.09
-0.16 0.03 0.00
0.07 0.05 0.00
-0.02 0.05 0.02
0.05 0.01 -0.01
-0.02 0.02 0.07
0.04 0.03 -0.02
-0.05 0.04 0.01
0.00 0.09 0.02
0.02 -0.03 0.01
-0.03 0.02 0.01
0.00 0.01 -0.01
-0.03 -0.05 0.03
-0.03 -0.02 0.00
-0.02 0.02 0.00
0.07 0.00 -0.07
0.01 0.02 0.02
-0.04 0.00 0.01
0.01 0.01 -0.01
0.02 0.00 0.00
0.00 -0.01 0.02
-0.03 -0.01 -0.05
-0.01 0.02 0.03
0.01 0.00 -0.01
-0.01 -0.03 -0.01
-0.01 0.03 -0.02
0.01 0.00 0.02
0.03 -0.02 -0.03
0.01 0.03 0.02
-0.01 0.00 0.00
0.01 -0.01 0.03
0.04 -0.01 -0.02

# C3H3NO2

C3H3NO2 in the gas phase (wB97M-V/def2-TZVPD, the OMol25 dataset).

Computed properties:
energy = -8742.2154 eV
energy relative to the best compared isomer or geometry (same formula, charge and spin) = 67.2 kcal per mole
LUMO energy = -0.002 hartree
structure (SMILES) = O=CN=C=CO
HOMO-LUMO gap = 8.7 eV

Geometry (Å):
1 O -2.522648 0.416722 0.437958
2 C -1.953776 -0.625589 0.235457
3 N -0.765853 -0.718098 -0.513156
4 C 0.192229 0.050218 -0.383891
5 C 1.270436 0.793376 -0.322563
6 O 2.491937 0.359537 0.117711
7 H -2.374335 -1.606476 0.491928
8 H 1.264004 1.833259 -0.636193
9 H 2.398017 -0.487297 0.569394

Cartesian forces, eV/Å:
0.26 -0.53 -0.03
-0.32 0.38 0.16
0.29 0.62 -0.30
-0.17 -0.12 0.02
-0.26 -0.04 -0.16
0.20 -0.05 0.37
0.07 0.02 0.10
-0.12 -0.31 -0.09
0.06 0.05 -0.07

# C11H16NO4OsS

A molecular structure, C11H16NO4OsS (wB97M-V/def2-TZVPD, the OMol25 dataset).

Computed properties:
total charge = +1
energy = -34640.9124 eV
energy relative to the best compared isomer or geometry (same formula, charge and spin) = 0.0 kcal per mole
LUMO energy = -0.146 hartree
HOMO-LUMO gap = 7.8 eV

Geometry (Å):
1 Os 0.034561 -0.162275 -0.157190
2 O 0.917188 -1.708341 0.603909
3 N 2.143082 -1.574102 1.217787
4 C 2.662385 -2.711940 1.726556
5 C 3.873392 -2.653804 2.352559
6 C 4.529558 -1.420033 2.440390
7 C 3.969176 -0.289944 1.902355
8 C 2.726059 -0.374198 1.263585
9 S 1.871142 0.936624 0.522086
10 H 2.052422 -3.591065 1.586646
11 H 4.305824 -3.553053 2.763809
12 H 5.491184 -1.361327 2.931672
13 H 4.463770 0.669429 1.951353
14 C 0.900932 0.081903 -4.306307
15 O 1.246663 -0.411658 -2.968116
16 C 0.445253 -0.084616 -2.026008
17 O -0.579730 0.629126 -2.094026
18 H 1.680658 -0.306950 -4.948727
19 H 0.900527 1.167820 -4.292364
20 H -0.075099 -0.305036 -4.583210
21 C -3.389819 0.389666 -0.877943
22 C -2.805126 1.082477 0.338327
23 C -3.606269 0.803970 1.597590
24 C -2.587736 2.565062 0.109559
25 O -1.493852 0.491285 0.621314
26 H -4.384742 0.778869 -1.096858
27 H -3.477850 -0.682863 -0.698822
28 H -2.765528 0.559527 -1.754033
29 H -4.603707 1.233999 1.494529
30 H -3.125814 1.253979 2.465170
31 H -3.707711 -0.267763 1.762303
32 H -3.542003 3.071518 -0.038960
33 H -1.976804 2.730565 -0.779176
34 H -2.091987 3.013149 0.970239

Cartesian forces, eV/Å:
0.18 0.09 0.39
0.17 0.33 -0.07
-0.46 -0.06 -0.04
0.17 0.04 0.09
-0.15 -0.13 -0.07
0.12 0.09 0.03
0.01 0.06 -0.01
-0.09 0.01 0.01
0.23 -0.15 -0.11
0.02 -0.02 0.02
-0.02 0.00 0.00
-0.01 0.02 0.00
-0.01 0.01 0.00
0.05 -0.02 0.10
0.06 -0.09 0.08
-0.39 0.01 -0.29
0.23 0.26 -0.05
-0.01 0.01 -0.02
-0.01 0.00 -0.02
0.00 0.00 -0.02
-0.08 -0.01 -0.12
0.17 0.05 -0.14
-0.07 0.06 -0.01
0.01 0.10 -0.05
-0.01 -0.60 0.10
0.00 0.02 0.08
-0.01 -0.01 0.01
-0.14 -0.02 0.07
0.02 -0.01 -0.01
0.01 0.00 0.01
0.01 -0.01 0.00
-0.01 -0.04 0.01
0.01 -0.01 0.01
0.00 0.01 0.01